[1]
{"formula": "C4H11NO", "method": "ωB97M-V with the def2-TZVPD basis set", "symbols": ["C", "C", "C", "N", "O", "H", "H", "H", "H", "H", "H", "H", "C", "H", "H", "H", "H"], "coordinates": [[-1.66474, 0.97602, -0.49224], [-1.19222, -0.44413, -0.40346], [-1.24897, -1.17644, 0.87861], [0.08988, -0.93660, 0.41812], [0.68815, -2.00754, -0.31031], [-1.41111, 1.51942, 0.41512], [-1.23621, 1.46341, -1.36733], [-2.74752, 1.00638, -0.62082], [-1.34733, -1.03263, -1.30233], [-1.49543, -0.62878, 1.78012], [-1.57445, -2.21149, 0.82571], [1.63617, -1.88099, -0.17838], [2.29456, 1.07954, 0.04106], [1.30903, 0.68659, 0.38874], [2.40847, 2.08955, 0.41771], [3.03567, 0.46001, 0.53939], [2.45605, 1.03769, -1.02974]], "orbital_gap_ev": 10.352, "smiles": "C[C@@H]1CN1O.C", "e_homo_ha": -0.3406, "lumo_ev": 1.1}



[2]
{"formula": "C3H11N3O3S", "method": "ωB97M-V with the def2-TZVPD basis set", "symbols": ["C", "C", "C", "N", "N", "N", "O", "O", "O", "S", "H", "H", "H", "H", "H", "H", "H", "H", "H", "H", "H"], "coordinates": [[-1.75446, -0.70447, 0.82110], [-1.62190, 0.28490, -0.31646], [-0.20359, 0.78485, -0.55537], [0.23377, 1.58860, 0.38773], [1.72539, -0.99205, 0.44904], [0.53595, 0.65156, -1.65129], [4.29452, -0.81966, 0.43648], [2.88787, 1.20455, 0.71929], [2.94985, 0.10222, -1.42747], [2.90862, -0.04634, 0.01266], [-0.97690, -0.30571, 1.57286], [-2.78798, -0.76921, 1.34995], [-1.55242, -1.76292, 0.43393], [-1.93634, -0.00976, -1.30856], [-2.25358, 1.21495, -0.03294], [1.30220, 1.74152, 0.52201], [-0.47070, 1.84676, 1.17996], [1.49961, -0.78661, 1.44309], [1.57807, 0.76003, -1.55549], [4.15475, -1.66794, 0.07090], [0.45146, -0.13337, -2.21728]], "orbital_gap_ev": 9.085, "e_homo_ha": -0.3222, "lumo_ev": 0.3}



[3]
{"formula": "C12H14N3", "method": "ωB97M-V with the def2-TZVPD basis set", "symbols": ["C", "C", "C", "C", "C", "C", "C", "C", "C", "C", "C", "C", "N", "N", "N", "H", "H", "H", "H", "H", "H", "H", "H", "H", "H", "H", "H", "H", "H"], "coordinates": [[1.72014, 1.27891, -1.37017], [-1.78634, -1.43780, 0.68644], [2.11507, 1.36471, -2.66400], [0.58638, -0.45313, -3.32160], [0.57275, 0.46881, -0.98700], [-0.04613, 0.00920, 0.14322], [-0.99403, -1.01682, -0.28994], [0.15292, -0.41574, -2.07208], [-1.37927, -0.32603, 3.61304], [1.57561, 0.59602, -3.77598], [-0.27257, 0.36345, 1.57994], [1.09383, 0.57277, 2.31423], [-0.88303, -1.19425, -1.64279], [-1.14050, -0.80638, 2.15169], [-2.66496, -0.31771, 3.90429], [1.97508, 2.13619, -0.85277], [-2.26667, -2.34799, 0.96918], [2.71545, 2.23206, -2.97115], [0.10460, -1.21094, -4.04286], [0.98147, 1.25080, -4.45846], [2.26492, 0.19272, -4.42714], [-0.88277, 1.30184, 1.72842], [1.16764, 1.66550, 2.74201], [1.92428, 0.28400, 1.59505], [1.37546, 0.00189, 3.24362], [-1.31260, -1.84092, -2.26771], [-0.49069, -1.59591, 2.25816], [-2.75310, -0.18199, 4.90876], [-3.45294, -0.57325, 3.30560]], "orbital_gap_ev": [7.588, 7.587], "e_homo_ha": [-0.4047, -0.4047], "lumo_ev": [-3.4, -3.4], "total_charge": 1}



[4]
{"formula": "C5H7N3", "method": "ωB97M-V with the def2-TZVPD basis set", "symbols": ["C", "C", "C", "N", "N", "C", "C", "N", "H", "H", "H", "H", "H", "H", "H"], "coordinates": [[2.83150, 0.59016, -0.08764], [2.21720, -0.48725, 0.61315], [1.01669, -0.03699, 0.80408], [0.83554, 1.16762, 0.26618], [1.98627, 1.66644, -0.26400], [-0.53470, 1.69586, 0.17128], [-1.22573, 0.55653, 0.89592], [-0.10483, -0.46442, 1.36288], [3.83667, 0.49645, -0.57195], [2.52735, -1.52619, 0.81117], [-0.89954, 1.86909, -0.87657], [-0.66793, 2.61796, 0.64858], [-1.94949, 0.03101, 0.20058], [-1.82747, 0.84589, 1.80449], [-0.10389, -1.08451, 2.15950]], "orbital_gap_ev": 8.588, "smiles": "c1cc2n(n1)CCN2", "e_homo_ha": -0.2823, "lumo_ev": 0.9}



[5]
{"formula": "C3H4O4Pm", "method": "ωB97M-V with the def2-TZVPD basis set", "symbols": ["O", "O", "C", "C", "O", "C", "H", "H", "H", "H", "O", "Pm"], "coordinates": [[0.17951, 0.13742, -2.41160], [-1.37143, 0.98338, -0.05246], [-0.83062, 0.66922, 1.16834], [0.65278, 0.30239, 1.02596], [1.00517, 0.42885, -0.35814], [0.22539, -0.28974, -1.20015], [-0.90730, 1.50007, 1.90920], [-1.30039, -0.25256, 1.59451], [0.80691, -0.75182, 1.30622], [1.29388, 0.97612, 1.61245], [0.18162, -1.56724, -1.02118], [0.06447, -2.13607, -3.57314]], "orbital_gap_ev": [3.136, 3.185], "spin_multiplicity": 6, "s_squared": 8.758, "e_homo_ha": [-0.2095, -0.2101], "lumo_ev": [-2.6, -2.5]}



[6]
{"formula": "C2H3Cl2NOS", "method": "ωB97M-V with the def2-TZVPD basis set", "symbols": ["O", "C", "Cl", "N", "C", "S", "Cl", "H", "H", "H"], "coordinates": [[1.33348, 0.46928, -1.62728], [1.32072, 0.28432, -0.45289], [2.71171, 0.79980, 0.63498], [0.40263, -0.32114, 0.35657], [-0.84737, -0.67629, -0.11136], [-2.01120, 0.96131, 0.12434], [-1.56419, -1.95236, 0.91001], [0.48112, -0.21453, 1.33646], [-0.94874, -0.93131, -1.14884], [-0.87814, 1.58092, -0.02199]], "orbital_gap_ev": 10.095, "smiles": "O=C(Cl)N[C@H](S)Cl", "e_homo_ha": -0.3642, "lumo_ev": 0.2}



no.,E (Ha)
1,-288.8810
2,-909.0315
3,-629.5011
4,-358.9216
5,-1025.8800
6,-1526.5762